# 1
{
  "formula": "C23H34AsBN7O3Ti",
  "method": "ωB97M-V/def2-TZVPD",
  "de_lowest_kcal_mol": 1.4,
  "e_lumo_ev": [-5.566, -5.238],
  "e_homo_ev": [-14.24, -14.30],
  "charge": 2,
  "largest_force_ev_per_a": 0.4,
  "spin_multiplicity": 2,
  "e_tot_ha": -4615.6251,
  "species": ["Ti", "C", "C", "N", "N", "C", "B", "N", "C", "C", "C", "N", "N", "C", "C", "C", "N", "H", "H", "H", "H", "H", "H", "H", "H", "H", "H", "C", "O", "C", "C", "O", "C", "H", "H", "H", "H", "H", "H", "H", "H", "H", "H", "C", "As", "C", "C", "O", "H", "H", "H", "H", "H", "H", "H", "H", "H", "N", "C", "C", "C", "C", "C", "C", "C", "H", "H", "H", "H", "H"],
  "coordinates": [[-0.5593, 0.1417, 0.6509], [-0.9235, 1.2664, 4.9702], [-1.0450, 0.3412, 3.9448], [-0.6314, 0.8563, 2.7771], [-0.2553, 2.1295, 3.0503], [-0.4197, 2.3932, 4.3514], [0.0741, 3.1189, 1.9399], [1.2672, 2.5680, 1.1216], [2.4425, 3.1526, 0.8677], [3.2339, 2.2677, 0.1526], [2.4416, 1.1370, 0.0156], [1.2493, 1.3179, 0.5985], [-1.1641, 3.2112, 1.0400], [-1.9095, 4.2691, 0.6975], [-2.9407, 3.8333, -0.1133], [-2.7597, 2.4547, -0.1872], [-1.6802, 2.0823, 0.5061], [-1.1629, 1.1375, 6.0095], [-1.3925, -0.6736, 3.9925], [-0.1695, 3.3655, 4.7391], [0.3570, 4.1858, 2.3868], [2.6356, 4.1470, 1.2330], [4.2413, 2.4161, -0.1905], [2.6710, 0.1955, -0.4551], [-1.6462, 5.2517, 1.0504], [-3.7282, 4.4216, -0.5487], [-3.3504, 1.7223, -0.7097], [-3.5329, -0.9355, -0.2459], [-2.3750, -1.2043, 0.5587], [-2.6400, -2.1344, 1.6177], [-1.3167, -2.7764, 1.9510], [-0.4140, -1.6995, 2.1735], [0.8292, -2.1021, 2.7515], [-3.9648, -1.8804, -0.5783], [-3.1857, -0.3739, -1.1077], [-4.2703, -0.3685, 0.3265], [-3.3654, -2.8770, 1.2817], [-3.0539, -1.5919, 2.4732], [-0.9515, -3.4031, 1.1303], [-1.4029, -3.3926, 2.8512], [0.6521, -2.5571, 3.7274], [1.4333, -1.2049, 2.8727], [1.3419, -2.8129, 2.1015], [1.2103, 0.4506, -3.3597], [-0.3844, 1.2209, -2.6359], [-1.7873, 1.0755, -3.9258], [-0.0818, 3.0610, -2.1922], [-0.8785, 0.3061, -1.2908], [1.3739, 0.8508, -4.3600], [1.1014, -0.6314, -3.4194], [2.0547, 0.7088, -2.7240], [-1.4929, 1.6027, -4.8336], [-2.6927, 1.5288, -3.5247], [-1.9670, 0.0262, -4.1570], [0.8101, 3.4293, -2.6970], [0.0571, 3.1221, -1.1201], [-0.9450, 3.6611, -2.4762], [0.7293, -1.4860, -0.1914], [1.3519, -2.2856, -0.7358], [2.1239, -3.2722, -1.4221], [1.5077, -4.0598, -2.3976], [2.2689, -5.0044, -3.0627], [3.6156, -5.1540, -2.7555], [4.2187, -4.3680, -1.7818], [3.4764, -3.4171, -1.1028], [0.4573, -3.9374, -2.6217], [1.8127, -5.6269, -3.8193], [4.2020, -5.8950, -3.2808], [5.2661, -4.4984, -1.5499], [3.9327, -2.8036, -0.3385]],
  "nbo_charge": [1.7637, -0.3202, 0.0027, -0.4324, -0.3098, 0.0385, 0.5326, -0.2981, 0.0353, -0.3257, -0.0117, -0.4344, -0.3134, 0.0190, -0.3295, -0.0263, -0.3991, 0.2558, 0.2197, 0.2435, -0.0036, 0.2491, 0.2566, 0.2203, 0.2467, 0.2553, 0.2182, -0.2411, -0.5925, -0.0803, -0.0821, -0.5731, -0.2450, 0.2034, 0.2129, 0.2014, 0.2183, 0.2041, 0.1951, 0.2177, 0.2083, 0.2180, 0.1901, -0.9863, 1.9910, -0.9832, -0.9865, -1.1726, 0.2707, 0.2602, 0.2612, 0.2688, 0.2630, 0.2654, 0.2696, 0.2665, 0.2737, -0.4729, 0.4492, -0.1670, -0.1731, -0.1948, -0.1407, -0.1930, -0.1686, 0.2296, 0.2428, 0.2431, 0.2442, 0.2318]
}



# 2
{
  "formula": "C39H34AsCl3FN6O10SY",
  "method": "ωB97M-V/def2-TZVPD",
  "e_lumo_ev": -1.634,
  "e_homo_ev": -6.33,
  "charge": 0,
  "largest_force_ev_per_a": 3.3,
  "spin_multiplicity": 1,
  "e_tot_ha": -6740.3728,
  "species": ["Y", "C", "C", "C", "C", "C", "C", "N", "N", "C", "C", "C", "C", "C", "N", "H", "H", "H", "H", "H", "H", "H", "H", "H", "Cl", "C", "C", "C", "Cl", "C", "O", "C", "Cl", "C", "H", "H", "O", "As", "O", "O", "C", "C", "C", "C", "C", "C", "S", "O", "O", "O", "H", "H", "H", "H", "H", "C", "C", "N", "C", "C", "C", "O", "O", "C", "O", "C", "C", "C", "F", "C", "C", "C", "N", "C", "C", "N", "C", "C", "H", "H", "H", "H", "H", "H", "H", "H", "H", "H", "H", "H", "H", "H", "H", "H", "H", "H"],
  "coordinates": [[-1.4338, -0.1512, -1.5284], [-6.6852, -0.1918, 1.0616], [-5.4385, -0.0440, 1.6532], [-4.3635, 0.4033, 0.9117], [-4.5305, 0.7192, -0.4408], [-5.7945, 0.5817, -1.0283], [-6.8562, 0.1206, -0.2788], [-3.4414, 1.1358, -1.1989], [-3.7229, 1.9697, -2.0998], [-2.8293, 2.3129, -3.0742], [-2.9773, 3.5737, -3.6658], [-2.2134, 3.8797, -4.7709], [-1.3829, 2.9033, -5.3006], [-1.3022, 1.6806, -4.6488], [-1.9671, 1.3964, -3.5416], [-7.5211, -0.5594, 1.6399], [-5.3059, -0.2875, 2.6983], [-3.3954, 0.5424, 1.3650], [-5.9090, 0.7980, -2.0791], [-7.8226, -0.0028, -0.7434], [-3.6675, 4.2773, -3.2294], [-2.2800, 4.8552, -5.2264], [-0.8054, 3.0811, -6.1951], [-0.7008, 0.8769, -5.0595], [-3.9660, -6.1640, -5.3788], [-3.6800, -4.6268, -4.6402], [-2.4577, -4.3786, -4.0347], [-2.2512, -3.1515, -3.4424], [-0.7573, -2.7637, -2.6524], [-3.2113, -2.1078, -3.4222], [-2.9756, -0.9605, -2.9034], [-4.4294, -2.4386, -4.0682], [-5.6434, -1.2218, -4.1202], [-4.6727, -3.6595, -4.6601], [-1.6764, -5.1210, -4.0296], [-5.6215, -3.8472, -5.1374], [1.7662, 3.2368, -0.8660], [0.5641, 2.5753, -2.0403], [-0.1171, 3.9500, -2.5803], [-0.4333, 1.5908, -1.2081], [1.6923, 1.8173, -3.4297], [2.5970, 2.6283, -4.0866], [3.3736, 2.1177, -5.1117], [3.2185, 0.7930, -5.4922], [2.3148, -0.0266, -4.8413], [1.5413, 0.4877, -3.8010], [1.5332, -0.7339, -1.5623], [2.2300, 0.4774, -1.1636], [0.3697, -1.0417, -0.6852], [0.6916, -0.3036, -3.1058], [1.6162, 4.1866, -0.8974], [2.6655, 3.6625, -3.7720], [4.0892, 2.7516, -5.6139], [3.8126, 0.3917, -6.2991], [2.1795, -1.0615, -5.1264], [1.0301, -3.5233, 5.2544], [0.1952, -2.2481, 5.1499], [0.1058, -1.7289, 3.8017], [-0.8670, -2.2083, 2.9662], [-1.2414, -1.5925, 1.8286], [-2.2731, -2.2541, 0.8828], [-2.8577, -3.2383, 1.3147], [-2.3941, -1.7119, -0.2485], [-0.7273, -0.2705, 1.5451], [-1.3340, 0.5637, 0.8723], [0.5411, 0.0352, 2.2242], [1.3496, 1.0660, 1.7571], [2.5408, 1.3377, 2.3891], [3.3173, 2.3659, 1.9793], [2.9701, 0.5715, 3.4751], [2.1561, -0.4455, 3.9491], [0.9250, -0.7240, 3.3499], [4.2408, 0.7190, 4.0939], [4.2985, 1.1125, 5.4848], [5.4701, 0.3224, 6.1227], [6.2203, -0.2732, 4.9909], [6.6376, 0.7847, 4.0361], [5.3443, 1.2805, 3.3423], [1.0466, -3.8625, 6.2876], [2.0532, -3.3613, 4.9203], [0.5912, -4.3036, 4.6389], [0.6050, -1.4652, 5.7952], [-0.8217, -2.4625, 5.4912], [-1.3576, -3.1259, 3.2612], [1.0553, 1.6310, 0.8826], [2.5101, -1.0401, 4.7780], [3.3577, 0.8739, 5.9776], [4.4657, 2.1919, 5.5929], [5.1092, -0.4803, 6.7673], [6.1317, 0.9654, 6.7038], [5.4987, -0.8078, 4.4653], [6.9955, -0.8644, 5.2998], [7.3430, 0.3721, 3.3148], [7.1323, 1.5825, 4.5910], [5.2852, 0.9091, 2.3185], [5.3349, 2.3772, 3.3045]],
  "nbo_charge": [1.8366, -0.1911, -0.2057, -0.1897, 0.1546, -0.1870, -0.2209, -0.1869, -0.1237, 0.3045, -0.1743, -0.1369, -0.2096, 0.0489, -0.4616, 0.2084, 0.2087, 0.2435, 0.2344, 0.2132, 0.2288, 0.2180, 0.2209, 0.2065, -0.0228, -0.0749, -0.2445, -0.1130, 0.0805, 0.4064, -0.8302, -0.1288, -0.0032, -0.2379, 0.2303, 0.2321, -1.0409, 2.4947, -1.2010, -1.2412, -0.4785, -0.1164, -0.2527, -0.1995, -0.2777, 0.3678, 1.7778, -0.9519, -1.0392, -0.7627, 0.4898, 0.2227, 0.2118, 0.2121, 0.2263, -0.6159, -0.2025, -0.3853, 0.0986, -0.2843, 0.8163, -0.6743, -0.8068, 0.5547, -0.6208, -0.0828, -0.2019, 0.3895, -0.3281, 0.0605, -0.2449, 0.1737, -0.4840, -0.2344, -0.2348, -0.5077, -0.2437, -0.2311, 0.2135, 0.1954, 0.2261, 0.1970, 0.2179, 0.2407, 0.2999, 0.1937, 0.2472, 0.1992, 0.2289, 0.2262, 0.4630, 0.4402, 0.2399, 0.2212, 0.2471, 0.2185]
}



# 3
{
  "formula": "C11H22BN8O2PtS",
  "method": "ωB97M-V/def2-TZVPD",
  "de_lowest_kcal_mol": 0.0,
  "e_lumo_ev": [-2.199, -4.101],
  "e_homo_ev": [-10.60, -11.68],
  "charge": 1,
  "largest_force_ev_per_a": 0.2,
  "spin_multiplicity": 3,
  "e_tot_ha": -1563.1037,
  "species": ["Pt", "C", "C", "N", "N", "C", "S", "N", "N", "H", "H", "H", "H", "H", "H", "C", "C", "C", "O", "B", "O", "C", "C", "C", "H", "H", "H", "H", "H", "H", "H", "H", "H", "H", "H", "H", "N", "C", "N", "N", "C", "N", "H", "H", "H", "H"],
  "coordinates": [[-0.9538, 2.3494, 0.0939], [-4.7435, -2.0236, -1.1127], [-4.7312, -0.5672, -0.8486], [-5.6173, 0.2853, -1.2480], [-5.1757, 1.4817, -0.7706], [-4.0351, 1.3989, -0.0947], [-3.2371, 2.6853, 0.6892], [-3.7405, 0.0772, -0.1287], [-2.6170, -0.4777, 0.4640], [-5.6577, -2.2716, -1.6446], [-4.7083, -2.5892, -0.1813], [-3.8922, -2.3175, -1.7289], [-5.6943, 2.3254, -0.9532], [-2.8565, -0.8699, 1.3671], [-2.2210, -1.1772, -0.1492], [1.6151, -1.0080, 3.4633], [1.8098, 0.1682, 2.5290], [2.6867, 1.2283, 3.1777], [0.5111, 0.7886, 2.2811], [0.5204, 1.2530, 1.0034], [1.6086, 0.8024, 0.2746], [2.2744, -0.2169, 1.0936], [3.7693, -0.1244, 0.8692], [1.7400, -1.5626, 0.6297], [1.3140, -0.6469, 4.4460], [2.5490, -1.5615, 3.5801], [0.8490, -1.6898, 3.0995], [2.1910, 1.5868, 4.0789], [2.8417, 2.0795, 2.5133], [3.6588, 0.8221, 3.4588], [4.1231, 0.8991, 0.9735], [4.0227, -0.4843, -0.1296], [4.3017, -0.7508, 1.5868], [0.6667, -1.6435, 0.8098], [2.2396, -2.3851, 1.1420], [1.9188, -1.6705, -0.4412], [2.0983, 0.5806, -2.5840], [1.3510, 0.4976, -3.6890], [1.9480, 0.2089, -4.8511], [0.0349, 0.6747, -3.7305], [-0.6109, 1.0204, -2.6700], [-1.2852, 1.3005, -1.7593], [3.0960, 0.4735, -2.6369], [1.7068, 0.7203, -1.6545], [2.9428, 0.1074, -4.9330], [1.3877, 0.2232, -5.6851]],
  "nbo_charge": [0.6036, -0.6698, 0.3638, -0.2282, -0.3409, 0.2619, -0.1385, -0.2124, -0.6110, 0.2700, 0.2427, 0.2396, 0.4435, 0.3831, 0.3801, -0.6266, 0.2345, -0.6356, -0.7304, 0.7943, -0.7905, 0.2541, -0.6338, -0.6377, 0.2325, 0.2199, 0.2172, 0.2339, 0.2176, 0.2208, 0.2316, 0.2075, 0.2292, 0.2103, 0.2292, 0.2154, -0.7948, 0.6640, -0.7601, -0.6351, 0.5859, -0.6376, 0.4063, 0.4535, 0.4081, 0.4288]
}



# 4
{
  "formula": "C2H3ClS",
  "method": "ωB97M-V/def2-TZVPD",
  "de_lowest_kcal_mol": 16.2,
  "e_lumo_ev": 0.704,
  "e_homo_ev": -9.31,
  "charge": 0,
  "largest_force_ev_per_a": 3.4,
  "spin_multiplicity": 1,
  "e_tot_ha": -936.3310,
  "species": ["Cl", "C", "C", "S", "H", "H", "H"],
  "coordinates": [[-2.5426, -0.2456, -0.0872], [-0.8838, 0.3895, -0.5354], [0.2166, 0.1870, 0.4581], [-0.2973, 1.9580, 0.0847], [-0.6984, 0.0994, -1.6618], [0.1774, -0.0617, 1.6457], [1.3056, 0.0692, 0.1521]],
  "nbo_charge": [-0.0504, -0.3587, -0.4909, 0.1442, 0.2558, 0.2607, 0.2392]
}



Please write out number 4 again, unchanged.
{
  "formula": "C2H3ClS",
  "method": "ωB97M-V/def2-TZVPD",
  "de_lowest_kcal_mol": 16.2,
  "e_lumo_ev": 0.704,
  "e_homo_ev": -9.31,
  "charge": 0,
  "largest_force_ev_per_a": 3.4,
  "spin_multiplicity": 1,
  "e_tot_ha": -936.3310,
  "species": ["Cl", "C", "C", "S", "H", "H", "H"],
  "coordinates": [[-2.5426, -0.2456, -0.0872], [-0.8838, 0.3895, -0.5354], [0.2166, 0.1870, 0.4581], [-0.2973, 1.9580, 0.0847], [-0.6984, 0.0994, -1.6618], [0.1774, -0.0617, 1.6457], [1.3056, 0.0692, 0.1521]],
  "nbo_charge": [-0.0504, -0.3587, -0.4909, 0.1442, 0.2558, 0.2607, 0.2392]
}



Repeat the third record exactly.
{
  "formula": "C11H22BN8O2PtS",
  "method": "ωB97M-V/def2-TZVPD",
  "de_lowest_kcal_mol": 0.0,
  "e_lumo_ev": [-2.199, -4.101],
  "e_homo_ev": [-10.60, -11.68],
  "charge": 1,
  "largest_force_ev_per_a": 0.2,
  "spin_multiplicity": 3,
  "e_tot_ha": -1563.1037,
  "species": ["Pt", "C", "C", "N", "N", "C", "S", "N", "N", "H", "H", "H", "H", "H", "H", "C", "C", "C", "O", "B", "O", "C", "C", "C", "H", "H", "H", "H", "H", "H", "H", "H", "H", "H", "H", "H", "N", "C", "N", "N", "C", "N", "H", "H", "H", "H"],
  "coordinates": [[-0.9538, 2.3494, 0.0939], [-4.7435, -2.0236, -1.1127], [-4.7312, -0.5672, -0.8486], [-5.6173, 0.2853, -1.2480], [-5.1757, 1.4817, -0.7706], [-4.0351, 1.3989, -0.0947], [-3.2371, 2.6853, 0.6892], [-3.7405, 0.0772, -0.1287], [-2.6170, -0.4777, 0.4640], [-5.6577, -2.2716, -1.6446], [-4.7083, -2.5892, -0.1813], [-3.8922, -2.3175, -1.7289], [-5.6943, 2.3254, -0.9532], [-2.8565, -0.8699, 1.3671], [-2.2210, -1.1772, -0.1492], [1.6151, -1.0080, 3.4633], [1.8098, 0.1682, 2.5290], [2.6867, 1.2283, 3.1777], [0.5111, 0.7886, 2.2811], [0.5204, 1.2530, 1.0034], [1.6086, 0.8024, 0.2746], [2.2744, -0.2169, 1.0936], [3.7693, -0.1244, 0.8692], [1.7400, -1.5626, 0.6297], [1.3140, -0.6469, 4.4460], [2.5490, -1.5615, 3.5801], [0.8490, -1.6898, 3.0995], [2.1910, 1.5868, 4.0789], [2.8417, 2.0795, 2.5133], [3.6588, 0.8221, 3.4588], [4.1231, 0.8991, 0.9735], [4.0227, -0.4843, -0.1296], [4.3017, -0.7508, 1.5868], [0.6667, -1.6435, 0.8098], [2.2396, -2.3851, 1.1420], [1.9188, -1.6705, -0.4412], [2.0983, 0.5806, -2.5840], [1.3510, 0.4976, -3.6890], [1.9480, 0.2089, -4.8511], [0.0349, 0.6747, -3.7305], [-0.6109, 1.0204, -2.6700], [-1.2852, 1.3005, -1.7593], [3.0960, 0.4735, -2.6369], [1.7068, 0.7203, -1.6545], [2.9428, 0.1074, -4.9330], [1.3877, 0.2232, -5.6851]],
  "nbo_charge": [0.6036, -0.6698, 0.3638, -0.2282, -0.3409, 0.2619, -0.1385, -0.2124, -0.6110, 0.2700, 0.2427, 0.2396, 0.4435, 0.3831, 0.3801, -0.6266, 0.2345, -0.6356, -0.7304, 0.7943, -0.7905, 0.2541, -0.6338, -0.6377, 0.2325, 0.2199, 0.2172, 0.2339, 0.2176, 0.2208, 0.2316, 0.2075, 0.2292, 0.2103, 0.2292, 0.2154, -0.7948, 0.6640, -0.7601, -0.6351, 0.5859, -0.6376, 0.4063, 0.4535, 0.4081, 0.4288]
}